{"formula": "C3H2ClFN2", "method": "ωB97M-V/def2-TZVPD", "symbols": ["C", "C", "C", "N", "N", "F", "Cl", "H", "H"], "positions_angstrom": [[1.122856, 0.419358, -0.030384], [-0.935025, 1.344634, -0.360554], [-0.819184, -0.860170, 0.175408], [0.307501, 1.429655, -0.149183], [0.474701, -0.858231, 0.190025], [-1.907663, 2.003232, 0.242158], [-1.602274, -2.327820, -0.094661], [2.243485, 0.603721, -0.048957], [1.115599, -1.754378, 0.076150]], "forces_ev_per_a": [[0.27, 0.45, 0.50], [-1.30, -2.44, -0.80], [-0.87, 1.97, 0.31], [1.29, 0.19, 0.87], [3.27, -0.91, -1.30], [0.99, -0.08, 0.19], [-0.06, -0.57, -0.12], [-1.79, -0.93, 0.01], [-1.80, 2.32, 0.34]], "homo_lumo_gap_ev": [8.156, 8.155], "total_charge": 0, "e_tot_ha": -784.91907, "largest_force_ev_per_a": 3.6}

=====

{"formula": "C2H2N2O3", "method": "ωB97M-V/def2-TZVPD", "symbols": ["O", "C", "O", "C", "N", "N", "O", "H", "H"], "positions_angstrom": [[-0.056584, 1.039630, 1.699804], [0.510964, 1.646027, 0.739213], [1.340839, 2.579275, 0.786805], [0.304875, 1.048156, -0.711909], [-0.765548, 0.186746, -0.980681], [-1.721391, 0.667667, -1.687057], [-2.637794, -0.225734, -2.082374], [0.219022, 1.946224, -1.522883], [1.324653, 0.731813, -0.964290]], "forces_ev_per_a": [[0.47, 0.90, -0.79], [-0.53, -1.52, 0.29], [0.16, 0.46, 0.20], [0.10, 4.21, -1.47], [-1.69, -1.65, -0.90], [0.39, -1.74, -0.02], [1.25, 1.49, 0.82], [0.11, -1.16, 1.90], [-0.25, -1.00, -0.03]], "smiles": "O=C([O-])C/N=N/[O-]", "homo_lumo_gap_ev": 6.646, "total_charge": -2, "e_tot_ha": -412.53283, "largest_force_ev_per_a": 4.5}

=====

{"formula": "C4H6O2", "method": "ωB97M-V/def2-TZVPD", "symbols": ["C", "C", "O", "C", "O", "C", "H", "H", "H", "H", "H", "H"], "positions_angstrom": [[-0.692047, 1.034615, 0.094264], [0.561540, 1.139615, -0.252635], [1.592177, 0.312349, -0.211250], [1.073692, -0.905564, 0.200483], [-0.173775, -1.266622, -0.523212], [-1.168646, -0.372785, -0.103892], [-1.298239, 1.790591, 0.393302], [0.979630, 1.978683, -0.846852], [1.808796, -1.667138, 0.025075], [0.917829, -1.002390, 1.262787], [-1.676285, -0.670977, 0.828293], [-1.924671, -0.370373, -0.866359]], "forces_ev_per_a": [[1.26, -3.94, -0.89], [2.22, 5.27, -2.08], [-0.74, -2.37, -0.13], [-0.64, -2.54, -0.68], [2.37, 0.91, 1.21], [-1.50, 0.07, 2.00], [-1.77, 2.26, -0.06], [-0.51, 0.64, 1.40], [0.23, -0.39, -0.78], [-0.64, 0.83, 0.64], [0.07, -0.73, -0.11], [-0.37, 0.00, -0.53]], "smiles": "C1=COCOC1", "homo_lumo_gap_ev": 9.539, "total_charge": 0, "e_tot_ha": -306.39869, "largest_force_ev_per_a": 6.1}